Record 1
{
  "formula": "C53H68BCsGeN7O4P2S2Si3Te",
  "method": "ωB97M-V/def2-TZVPD",
  "symbols": ["Cs", "C", "C", "N", "C", "C", "N", "C", "O", "O", "C", "O", "O", "H", "H", "H", "H", "H", "Te", "C", "C", "C", "N", "C", "C", "C", "P", "C", "C", "C", "C", "C", "C", "C", "C", "C", "C", "C", "C", "P", "C", "C", "C", "C", "C", "C", "C", "C", "C", "C", "C", "C", "H", "H", "H", "H", "H", "H", "H", "H", "H", "H", "H", "H", "H", "H", "H", "H", "H", "H", "H", "H", "H", "H", "H", "H", "C", "N", "C", "C", "N", "B", "N", "C", "C", "N", "C", "C", "S", "C", "S", "H", "H", "H", "H", "H", "H", "H", "H", "H", "H", "H", "H", "C", "Si", "C", "C", "Ge", "Si", "C", "C", "C", "Si", "C", "C", "C", "H", "H", "H", "H", "H", "H", "H", "H", "H", "H", "H", "H", "H", "H", "H", "H", "H", "H", "H", "H", "H", "H", "H", "H", "H", "H", "H"],
  "xyz": [[-0.080, -0.031, -0.315], [-4.442, -3.903, 1.039], [-3.566, -3.114, 1.949], [-2.376, -2.654, 1.643], [-1.915, -2.016, 2.771], [-2.857, -2.092, 3.766], [-3.898, -2.797, 3.223], [-2.978, -1.621, 5.172], [-1.988, -0.923, 5.641], [-3.981, -1.919, 5.803], [-0.557, -1.384, 2.828], [-0.264, -0.762, 3.896], [0.189, -1.517, 1.846], [-4.116, -3.733, 0.015], [-5.488, -3.603, 1.128], [-4.373, -4.972, 1.254], [-4.737, -3.004, 3.739], [-1.222, -0.806, 4.889], [-4.194, 3.847, 0.780], [-4.197, 5.914, 0.337], [-3.262, 6.494, -0.511], [-3.356, 7.847, -0.793], [-4.295, 8.656, -0.298], [-5.187, 8.089, 0.515], [-5.185, 6.747, 0.855], [-2.318, 3.340, 0.045], [-1.113, 2.847, 1.307], [-1.255, 4.171, 2.584], [-1.294, 3.803, 3.923], [-1.418, 4.770, 4.916], [-1.508, 6.109, 4.572], [-1.467, 6.486, 3.233], [-1.338, 5.520, 2.249], [0.536, 3.333, 0.605], [0.718, 4.353, -0.327], [1.988, 4.692, -0.765], [3.098, 3.997, -0.296], [2.929, 2.964, 0.614], [1.654, 2.636, 1.063], [-2.133, 2.617, -1.550], [-3.209, 1.103, -1.649], [-3.406, 0.444, -2.866], [-4.119, -0.743, -2.924], [-4.642, -1.305, -1.764], [-4.436, -0.674, -0.547], [-3.723, 0.518, -0.494], [-3.050, 3.724, -2.697], [-2.317, 4.700, -3.371], [-2.942, 5.639, -4.180], [-4.321, 5.606, -4.335], [-5.062, 4.626, -3.688], [-4.431, 3.690, -2.880], [-2.477, 5.885, -0.946], [-2.637, 8.309, -1.464], [-5.948, 8.751, 0.920], [-5.943, 6.361, 1.529], [-1.237, 2.752, 4.184], [-1.454, 4.471, 5.957], [-1.616, 6.863, 5.344], [-1.548, 7.531, 2.957], [-1.328, 5.806, 1.205], [-0.157, 4.870, -0.709], [2.115, 5.492, -1.487], [4.090, 4.250, -0.651], [3.786, 2.404, 0.969], [1.526, 1.822, 1.773], [-2.977, 0.855, -3.772], [-4.249, -1.242, -3.877], [-5.196, -2.236, -1.812], [-4.821, -1.107, 0.369], [-3.547, 0.998, 0.463], [-1.238, 4.721, -3.248], [-2.353, 6.391, -4.692], [-4.817, 6.340, -4.959], [-6.139, 4.593, -3.808], [-5.015, 2.929, -2.378], [1.538, 2.207, -3.152], [2.101, 1.027, -3.765], [3.451, 0.777, -3.915], [3.552, -0.453, -4.456], [2.284, -0.958, -4.640], [2.018, -2.424, -5.092], [1.058, -3.129, -4.077], [-0.043, -3.854, -4.470], [-0.702, -4.268, -3.368], [-0.005, -3.771, -2.285], [-0.311, -4.045, -0.896], [1.073, -3.070, -2.732], [2.193, -2.257, -1.731], [1.386, -0.049, -4.203], [-0.310, -0.168, -4.158], [2.103, 3.085, -3.466], [1.578, 2.148, -2.062], [0.495, 2.296, -3.452], [4.199, 1.486, -3.605], [4.420, -1.040, -4.698], [1.466, -2.463, -6.172], [3.097, -2.980, -5.116], [-0.276, -3.979, -5.512], [-1.606, -4.839, -3.249], [-1.375, -3.912, -0.708], [0.246, -3.353, -0.268], [-0.007, -5.062, -0.638], [2.000, -3.402, 4.456], [2.041, -4.544, 2.971], [2.851, -6.168, 3.509], [0.278, -4.973, 2.485], [3.264, -3.597, 1.181], [4.340, -1.520, 1.541], [3.430, -0.497, 2.821], [6.104, -1.821, 2.156], [4.515, -0.521, -0.040], [4.305, -5.065, -0.349], [3.008, -6.066, -1.271], [5.438, -6.291, 0.541], [5.360, -4.122, -1.582], [1.366, -3.831, 5.239], [1.600, -2.418, 4.202], [3.003, -3.264, 4.868], [2.321, -6.602, 4.364], [3.895, -6.013, 3.791], [2.832, -6.896, 2.694], [-0.265, -5.354, 3.356], [0.260, -5.744, 1.709], [-0.252, -4.095, 2.106], [3.557, -0.927, 3.818], [2.356, -0.466, 2.620], [3.815, 0.528, 2.846], [6.101, -2.387, 3.091], [6.624, -0.873, 2.327], [6.674, -2.396, 1.421], [3.557, -0.166, -0.429], [4.975, -1.114, -0.834], [5.150, 0.351, 0.154], [2.369, -6.614, -0.572], [3.475, -6.791, -1.946], [2.375, -5.403, -1.864], [4.876, -6.888, 1.262], [6.208, -5.749, 1.097], [5.935, -6.970, -0.159], [4.742, -3.401, -2.122], [5.805, -4.811, -2.307], [6.170, -3.584, -1.081]],
  "relative_energy_kcal_mol": 0.0,
  "spin_multiplicity": 2,
  "homo_energy_ev": [-2.08, -2.50],
  "charge": -2
}

Record 2
{
  "formula": "C53H69B2BaF4N12OS",
  "method": "ωB97M-V/def2-TZVPD",
  "symbols": ["Ba", "C", "C", "C", "C", "N", "N", "B", "N", "N", "C", "C", "C", "C", "C", "C", "C", "C", "N", "N", "C", "C", "C", "C", "C", "C", "C", "C", "C", "C", "C", "C", "H", "H", "H", "H", "H", "H", "H", "H", "H", "H", "H", "H", "H", "H", "H", "H", "H", "H", "H", "H", "H", "H", "H", "H", "H", "H", "H", "H", "H", "H", "H", "H", "H", "H", "H", "H", "H", "H", "H", "H", "S", "C", "C", "C", "C", "C", "C", "N", "C", "C", "C", "C", "C", "C", "C", "H", "H", "H", "H", "H", "H", "H", "H", "N", "C", "C", "C", "C", "C", "N", "C", "C", "C", "C", "C", "N", "H", "H", "H", "H", "H", "H", "H", "H", "H", "F", "B", "F", "F", "F", "C", "N", "C", "C", "C", "N", "C", "C", "O", "H", "H", "H", "H", "H", "H", "H", "H", "H", "H", "H", "H"],
  "xyz": [[0.585, 0.539, -1.116], [2.892, -4.410, 2.270], [2.515, -3.714, 1.011], [2.968, -4.063, -0.235], [2.374, -3.150, -1.120], [1.615, -2.295, -0.447], [1.694, -2.639, 0.884], [0.821, -1.772, 1.878], [-0.444, -2.549, 2.469], [-1.526, -2.274, 1.661], [-2.555, -2.960, 2.110], [-2.183, -3.697, 3.242], [-0.856, -3.403, 3.463], [-0.156, -3.951, 4.670], [-3.922, -2.852, 1.465], [-4.902, -3.799, 2.153], [-3.833, -3.202, -0.026], [-4.424, -1.413, 1.611], [1.712, -0.798, 2.765], [1.857, 0.432, 2.152], [2.674, 1.147, 2.903], [3.080, 0.410, 4.025], [2.458, -0.809, 3.906], [2.590, -1.875, 4.943], [3.088, 2.560, 2.581], [2.693, 3.475, 3.747], [4.609, 2.608, 2.385], [2.401, 3.042, 1.315], [2.589, -3.159, -2.618], [4.068, -2.861, -2.911], [1.730, -2.138, -3.349], [2.234, -4.554, -3.154], [3.597, -5.203, 2.024], [3.384, -3.739, 2.973], [2.033, -4.871, 2.742], [3.640, -4.877, -0.461], [0.258, -1.006, 1.164], [-2.790, -4.349, 3.852], [-0.752, -4.787, 5.033], [0.840, -4.323, 4.493], [-0.108, -3.217, 5.472], [-4.580, -4.841, 2.060], [-5.000, -3.564, 3.217], [-5.888, -3.705, 1.691], [-3.377, -4.184, -0.175], [-4.833, -3.210, -0.473], [-3.224, -2.464, -0.554], [-4.618, -1.180, 2.664], [-3.666, -0.721, 1.251], [-5.351, -1.265, 1.044], [3.747, 0.709, 4.820], [3.585, -1.804, 5.383], [1.865, -1.727, 5.744], [2.466, -2.872, 4.559], [3.191, 3.180, 4.675], [2.972, 4.510, 3.523], [1.612, 3.437, 3.912], [5.137, 2.321, 3.299], [4.911, 1.927, 1.585], [4.922, 3.620, 2.109], [1.315, 2.990, 1.423], [2.681, 4.079, 1.112], [2.690, 2.441, 0.452], [4.315, -1.834, -2.632], [4.725, -3.539, -2.359], [4.270, -2.976, -3.980], [2.040, -1.126, -3.114], [1.854, -2.259, -4.427], [0.677, -2.264, -3.106], [2.851, -5.329, -2.691], [1.185, -4.787, -2.957], [2.399, -4.587, -4.235], [-2.382, -2.290, -4.779], [-2.048, -3.526, -3.610], [-2.149, -4.910, -3.726], [-1.793, -5.684, -2.634], [-1.346, -5.089, -1.449], [-1.245, -3.716, -1.334], [-1.602, -2.926, -2.428], [-1.540, -1.537, -2.461], [-1.912, -1.051, -3.603], [-1.923, 0.384, -3.960], [-2.731, 0.813, -5.022], [-2.751, 2.150, -5.376], [-1.946, 3.042, -4.670], [-1.154, 2.590, -3.619], [-1.106, 1.245, -3.199], [-2.491, -5.369, -4.646], [-1.859, -6.763, -2.702], [-1.068, -5.715, -0.608], [-0.907, -3.237, -0.422], [-3.355, 0.106, -5.562], [-3.378, 2.493, -6.190], [-1.935, 4.092, -4.950], [-0.526, 3.318, -3.109], [-3.484, 2.712, 2.109], [-3.933, 2.035, 0.965], [-5.291, 2.129, 0.636], [-5.743, 1.470, -0.491], [-4.854, 0.725, -1.257], [-3.534, 0.708, -0.850], [-3.075, 1.368, 0.217], [-2.344, 2.554, 2.909], [-2.231, 3.399, 4.024], [-1.144, 3.251, 4.858], [-0.192, 2.280, 4.574], [-0.388, 1.505, 3.444], [-1.435, 1.637, 2.624], [-4.189, 3.287, 2.534], [-5.973, 2.697, 1.261], [-6.790, 1.530, -0.766], [-5.169, 0.185, -2.141], [-2.766, 0.156, -1.370], [-2.987, 4.153, 4.222], [-1.039, 3.891, 5.726], [0.675, 2.125, 5.203], [0.327, 0.738, 3.166], [2.601, 1.040, -1.974], [3.474, 1.609, -3.044], [4.603, 2.124, -2.409], [3.781, 0.560, -3.904], [2.735, 2.609, -3.671], [2.742, 5.021, -1.602], [1.498, 5.408, -0.953], [1.352, 6.820, -0.657], [0.250, 7.040, 0.354], [-0.988, 6.325, -0.140], [-0.698, 4.912, -0.298], [-1.842, 4.014, -0.316], [0.509, 4.477, -0.777], [0.719, 3.289, -1.046], [3.587, 5.158, -0.921], [2.903, 5.638, -2.490], [2.700, 3.985, -1.908], [1.138, 7.381, -1.577], [2.308, 7.186, -0.274], [0.064, 8.105, 0.495], [0.543, 6.606, 1.315], [-1.330, 6.767, -1.086], [-1.806, 6.418, 0.576], [-2.463, 4.211, 0.560], [-1.521, 2.983, -0.272], [-2.445, 4.142, -1.222]],
  "relative_energy_kcal_mol": 69.6,
  "homo_energy_ev": -4.87,
  "charge": -1
}